(1)
{
  "formula": "C4H6O2",
  "method": "the ωB97M-V functional and the def2-TZVPD basis",
  "de_lowest_kj_mol": 636.6,
  "homo_lumo_gap_ev": 9.644,
  "mol_weight_g_mol": 86.09,
  "homo_energy_ev": -8.9,
  "species": ["C", "C", "O", "C", "C", "O", "H", "H", "H", "H", "H", "H"],
  "xyz": [[-1.2367, 0.7387, 0.2146], [-0.3833, -0.4532, -0.1558], [-0.2529, -0.6274, -1.5932], [0.9292, -0.8139, -0.8900], [1.3093, 0.1932, 0.0562], [1.4144, -0.3447, 1.2476], [-1.0032, 1.0624, 1.2334], [-1.1336, 1.5681, -0.4930], [-2.2767, 0.3938, 0.1933], [0.3267, -0.9553, 1.0358], [1.2794, -1.8363, -0.7461], [1.4862, 1.2520, -0.1276]]
}

---

(2)
{
  "formula": "C33H32FN12O6PdS",
  "method": "the ωB97M-V functional and the def2-TZVPD basis",
  "de_lowest_kj_mol": 37.1,
  "homo_lumo_gap_ev": 6.737,
  "mol_weight_g_mol": 850.18,
  "total_charge": 1,
  "homo_energy_ev": -10.0,
  "species": ["Pd", "C", "C", "N", "C", "C", "C", "O", "O", "C", "O", "C", "C", "C", "F", "C", "C", "C", "N", "C", "C", "N", "C", "C", "H", "H", "H", "H", "H", "H", "H", "H", "H", "H", "H", "H", "H", "H", "H", "H", "H", "H", "N", "C", "N", "C", "N", "N", "C", "N", "C", "C", "C", "C", "C", "N", "H", "H", "H", "H", "H", "H", "H", "H", "O", "S", "O", "O", "C", "N", "C", "C", "C", "N", "C", "C", "C", "N", "C", "C", "H", "H", "H", "H", "H", "H"],
  "xyz": [[-0.3455, 1.0777, -0.1335], [4.5170, -5.9903, 0.6830], [3.4254, -5.3293, 1.5113], [2.4843, -4.5610, 0.6953], [2.6349, -3.2234, 0.6083], [1.8653, -2.3948, -0.1442], [2.2235, -0.9404, -0.1135], [3.4053, -0.6167, -0.0979], [1.2838, -0.0604, 0.0085], [0.8662, -2.9493, -1.0349], [0.2098, -2.2913, -1.8404], [0.7068, -4.4112, -0.9160], [-0.2579, -5.0533, -1.6916], [-0.4381, -6.4022, -1.6155], [-1.3796, -6.9546, -2.4038], [0.3245, -7.2099, -0.7489], [1.3042, -6.5707, -0.0035], [1.4987, -5.1867, -0.0648], [0.1792, -8.6101, -0.6473], [0.0996, -9.1785, 0.7033], [0.7611, -10.5558, 0.6825], [0.5529, -11.1394, -0.6909], [-0.8069, -10.7644, -1.2142], [-0.7861, -9.2765, -1.5410], [5.1826, -6.5628, 1.3293], [5.1095, -5.2358, 0.1654], [4.1005, -6.6625, -0.0668], [3.8660, -4.6326, 2.2223], [2.8662, -6.0567, 2.1005], [3.4448, -2.8064, 1.1935], [-0.8722, -4.4619, -2.3579], [1.9413, -7.1757, 0.6224], [-0.9375, -9.2362, 1.0314], [0.6078, -8.5437, 1.4199], [0.2966, -11.2354, 1.3947], [1.8358, -10.5248, 0.8563], [0.6911, -12.1476, -0.6823], [1.2454, -10.7237, -1.3154], [-1.5304, -11.0076, -0.4375], [-1.0149, -11.3678, -2.0942], [-1.8006, -8.8983, -1.4162], [-0.4700, -9.1288, -2.5734], [2.8979, 2.2023, -0.2216], [2.0088, 3.1704, -0.2416], [2.4566, 4.4278, -0.3321], [1.5506, 5.3879, -0.3567], [1.9628, 6.6532, -0.4510], [0.2042, 5.1935, -0.2940], [-0.1461, 3.9429, -0.2067], [0.6695, 2.8754, -0.1690], [-1.5961, 3.6414, -0.1276], [-2.5451, 4.6411, -0.0510], [-3.8788, 4.2877, 0.0729], [-4.2118, 2.9451, 0.1254], [-3.2081, 1.9982, 0.0366], [-1.9240, 2.3377, -0.1027], [3.8661, 2.4752, -0.2422], [2.6689, 1.2259, -0.0443], [2.9468, 6.8512, -0.4864], [1.2897, 7.3976, -0.4547], [-2.2140, 5.6681, -0.0815], [-4.6440, 5.0489, 0.1380], [-5.2359, 2.6199, 0.2370], [-3.4320, 0.9437, 0.0802], [-4.3011, -8.0934, 2.0933], [-3.4037, -7.7537, 1.0216], [-2.0635, -7.3586, 1.4398], [-3.3958, -8.6850, -0.1031], [-4.0914, -6.2556, 0.2713], [-5.3468, -6.3465, -0.1653], [-5.8357, -5.2795, -0.7734], [-5.1052, -4.1061, -0.9257], [-3.8343, -4.1072, -0.3812], [-3.3157, -5.1856, 0.2028], [-2.9874, -2.8887, -0.3478], [-3.0173, -1.9393, -1.3623], [-2.2372, -0.8113, -1.2468], [-1.4786, -0.5789, -0.1690], [-1.4105, -1.5028, 0.7957], [-2.1422, -2.6701, 0.7349], [-6.8532, -5.3530, -1.1417], [-5.5367, -3.2373, -1.4023], [-3.6074, -2.0853, -2.2563], [-2.2028, -0.0685, -2.0324], [-0.7401, -1.2901, 1.6165], [-2.0663, -3.4144, 1.5159]]
}

---

(3)
{
  "formula": "C18H26ClN3",
  "method": "the ωB97M-V functional and the def2-TZVPD basis",
  "de_lowest_kj_mol": 12.4,
  "homo_lumo_gap_ev": 8.478,
  "mol_weight_g_mol": 319.88,
  "homo_energy_ev": -8.0,
  "smiles": "CCN(CC)CCC[C@H](C)Nc1ccnc2cc(Cl)ccc12",
  "species": ["C", "C", "N", "C", "C", "C", "C", "C", "C", "C", "N", "C", "C", "C", "N", "C", "C", "C", "Cl", "C", "C", "C", "H", "H", "H", "H", "H", "H", "H", "H", "H", "H", "H", "H", "H", "H", "H", "H", "H", "H", "H", "H", "H", "H", "H", "H", "H", "H"],
  "xyz": [[-4.5798, -5.4075, -0.6992], [-4.3375, -4.2917, 0.3115], [-4.1021, -3.0063, -0.3258], [-5.1839, -2.5422, -1.1772], [-6.5569, -2.3783, -0.5134], [-3.6038, -1.9994, 0.5942], [-2.7166, -0.9666, -0.1168], [-1.6341, -1.6252, -0.9821], [-0.2364, -1.7091, -0.3557], [-0.2228, -2.4156, 1.0024], [0.3122, -0.3741, -0.2575], [1.6231, -0.0489, -0.1609], [2.6426, -0.9860, -0.2800], [3.9704, -0.5768, -0.1936], [4.3613, 0.6556, 0.0040], [3.4081, 1.5993, 0.1199], [3.8372, 2.9275, 0.3262], [2.9202, 3.9327, 0.4447], [3.4419, 5.5626, 0.6969], [1.5459, 3.6725, 0.3633], [1.1124, 2.3894, 0.1659], [2.0150, 1.3167, 0.0418], [-4.5247, -6.3696, -0.1956], [-5.5589, -5.3241, -1.1625], [-3.8202, -5.3761, -1.4762], [-3.4322, -4.5348, 0.8765], [-5.1734, -4.2590, 1.0311], [-4.8757, -1.5822, -1.5954], [-5.2728, -3.2421, -2.0113], [-6.9512, -3.3367, -0.1853], [-7.2540, -1.9494, -1.2287], [-6.4998, -1.7148, 0.3466], [-4.4130, -1.4682, 1.1211], [-3.0080, -2.5107, 1.3515], [-2.2796, -0.3197, 0.6467], [-3.3426, -0.3344, -0.7479], [-1.5332, -1.0771, -1.9211], [-1.9772, -2.6318, -1.2240], [0.3940, -2.2771, -1.0507], [-0.6531, -3.4086, 0.9094], [0.7987, -2.5096, 1.3641], [-0.7881, -1.8491, 1.7376], [-0.3567, 0.3471, -0.0465], [2.4257, -2.0294, -0.4377], [4.7634, -1.3091, -0.2852], [4.8974, 3.1119, 0.3825], [0.8435, 4.4858, 0.4556], [0.0465, 2.2212, 0.0999]]
}

---

(4)
{
  "formula": "C18H19NO3S",
  "method": "the ωB97M-V functional and the def2-TZVPD basis",
  "de_lowest_kj_mol": 8.9,
  "homo_lumo_gap_ev": 8.968,
  "mol_weight_g_mol": 329.42,
  "homo_energy_ev": -8.3,
  "smiles": "CCCC(=O)OCC(=O)Nc1ccccc1Sc1ccccc1",
  "species": ["C", "C", "C", "C", "O", "O", "C", "C", "O", "N", "C", "C", "C", "C", "C", "C", "S", "C", "C", "C", "C", "C", "C", "H", "H", "H", "H", "H", "H", "H", "H", "H", "H", "H", "H", "H", "H", "H", "H", "H", "H", "H"],
  "xyz": [[4.8091, 0.2083, 1.3522], [5.2360, -0.9933, 0.5184], [4.1010, -2.0130, 0.3709], [2.9044, -1.4034, -0.3094], [1.7904, -1.3431, 0.1450], [3.2117, -0.9310, -1.5270], [2.1469, -0.2692, -2.1906], [1.5785, 0.8360, -1.2817], [2.3144, 1.5695, -0.6634], [0.2262, 0.8969, -1.2971], [-0.6159, 1.7340, -0.5683], [-0.1550, 2.7234, 0.2956], [-1.0514, 3.5064, 0.9991], [-2.4170, 3.3230, 0.8556], [-2.8886, 2.3486, -0.0046], [-1.9973, 1.5556, -0.7065], [-2.6372, 0.3061, -1.8158], [-3.5076, -0.7377, -0.6674], [-4.6157, -1.4323, -1.1321], [-5.3048, -2.2697, -0.2747], [-4.8936, -2.4108, 1.0406], [-3.7817, -1.7203, 1.4934], [-3.0782, -0.8871, 0.6426], [4.4567, -0.1108, 2.3309], [4.0075, 0.7522, 0.8580], [5.6468, 0.8874, 1.4918], [6.0873, -1.4891, 0.9902], [5.5433, -0.6592, -0.4734], [4.4423, -2.8563, -0.2331], [3.7831, -2.3786, 1.3480], [1.3753, -0.9939, -2.4718], [2.5899, 0.1805, -3.0816], [-0.2836, 0.1873, -1.8156], [0.9065, 2.8616, 0.4121], [-0.6768, 4.2675, 1.6665], [-3.1139, 3.9365, 1.4054], [-3.9494, 2.1902, -0.1311], [-4.9290, -1.3106, -2.1581], [-6.1684, -2.8087, -0.6351], [-5.4367, -3.0602, 1.7106], [-3.4507, -1.8334, 2.5149], [-2.2050, -0.3595, 0.9964]]
}

---

(5)
{
  "formula": "C11H19N2OP",
  "method": "the ωB97M-V functional and the def2-TZVPD basis",
  "de_lowest_kj_mol": 369.1,
  "homo_lumo_gap_ev": 9.021,
  "mol_weight_g_mol": 226.26,
  "homo_energy_ev": -8.2,
  "smiles": "CCC(CC)=N[P@](N)(=O)[C@@H]1C=CC=CC1",
  "species": ["C", "C", "C", "C", "C", "N", "P", "N", "O", "C", "C", "C", "C", "C", "C", "H", "H", "H", "H", "H", "H", "H", "H", "H", "H", "H", "H", "H", "H", "H", "H", "H", "H", "H"],
  "xyz": [[1.7728, -2.5344, 0.3189], [2.5952, -1.2438, 0.6147], [1.7943, -0.0073, 0.4252], [2.6421, 1.1441, 0.7571], [3.0245, 1.6486, -0.6471], [0.6040, -0.0399, 0.0074], [-0.5322, 1.2301, -0.1430], [-0.7308, 0.9898, -1.8145], [-0.3942, 2.5489, 0.4529], [-1.9421, 0.2876, 0.6432], [-2.1920, -0.9867, -0.1423], [-3.4199, -1.4236, -0.4684], [-4.5730, -0.7664, 0.0472], [-4.4711, 0.4548, 0.5867], [-3.1704, 1.2094, 0.5489], [2.2217, -3.0153, -0.5083], [0.7795, -2.2621, 0.0358], [1.6943, -3.2642, 1.2180], [2.8567, -1.3516, 1.5806], [3.4136, -1.0481, 0.0468], [3.5147, 0.8995, 1.1795], [2.1111, 1.9826, 1.2960], [2.1564, 1.8002, -1.1853], [3.7402, 0.8555, -1.2419], [3.3816, 2.6704, -0.5783], [-1.6298, 1.1435, -2.2385], [-0.3944, 0.0620, -1.9898], [-1.5133, -0.1344, 1.5097], [-1.3821, -1.5657, -0.4205], [-3.6622, -2.2855, -0.9296], [-5.5709, -1.3876, 0.1191], [-5.1711, 1.0780, 1.0060], [-2.9890, 1.8248, 1.3351], [-3.2481, 1.9063, -0.3926]]
}

---

(6)
{
  "formula": "C14H16O",
  "method": "the ωB97M-V functional and the def2-TZVPD basis",
  "de_lowest_kj_mol": 291.1,
  "homo_lumo_gap_ev": 8.879,
  "mol_weight_g_mol": 200.28,
  "homo_energy_ev": -8.2,
  "smiles": "Cc1ccc(O)cc1.Cc1ccccc1",
  "species": ["C", "C", "C", "C", "C", "O", "C", "C", "H", "H", "H", "H", "H", "H", "H", "H", "C", "C", "C", "C", "C", "C", "C", "H", "H", "H", "H", "H", "H", "H", "H"],
  "xyz": [[-0.5751, -0.4483, -3.1013], [0.4571, -1.1012, -2.2245], [0.3683, -2.3654, -1.8218], [1.0494, -2.6849, -0.5734], [2.0480, -1.8965, -0.0288], [2.7972, -2.0153, 1.0024], [2.4213, -0.6589, -0.6484], [1.6088, -0.2556, -1.6939], [-0.1076, 0.2695, -3.8758], [-1.3158, 0.1006, -2.5737], [-1.0330, -1.2515, -3.6328], [-0.4508, -3.0486, -2.1228], [1.0022, -3.7912, -0.2246], [3.3785, -2.7699, 1.2112], [3.1142, -0.0586, -0.2149], [1.5760, 0.6464, -2.1531], [-2.1033, 0.9123, 3.4468], [-1.4001, 1.1967, 2.0849], [0.0268, 1.0445, 2.0085], [0.6176, 1.4998, 0.8303], [-0.1601, 2.0348, -0.2111], [-1.5960, 2.0074, -0.1898], [-2.1702, 1.6834, 1.0533], [-1.5822, 0.1214, 3.9430], [-3.2114, 0.6482, 3.4235], [-1.9436, 1.9196, 4.0628], [0.5516, 0.3948, 2.6695], [1.6983, 1.6653, 0.6827], [0.4346, 2.1853, -1.1816], [-2.2311, 2.2419, -1.0861], [-3.2696, 1.7740, 1.1392]]
}

---

(7)
{
  "formula": "C5H6N",
  "method": "the ωB97M-V functional and the def2-TZVPD basis",
  "spin_multiplicity": 3,
  "de_lowest_kj_mol": 318.2,
  "homo_lumo_gap_ev": [9.451, 9.140],
  "mol_weight_g_mol": 80.11,
  "total_charge": 1,
  "homo_energy_ev": [-13.4, -15.5],
  "species": ["C", "C", "C", "C", "C", "N", "H", "H", "H", "H", "H", "H"],
  "xyz": [[-0.6106, -0.5491, -1.7609], [-0.5278, 0.5662, -0.8266], [0.4087, -1.2196, -0.8652], [0.0766, 0.6198, 1.1481], [-1.1018, 1.1406, 0.3130], [0.6363, 0.1260, -0.1847], [-0.0975, -1.8934, -0.1334], [1.2976, -1.6618, -1.3469], [0.6323, 1.3284, 1.7399], [-0.1624, -0.1999, 1.7734], [-2.1176, 1.3514, 0.6140], [1.5661, 0.3914, -0.4708]]
}

---

(8)
{
  "formula": "C21H16N4O3Sc",
  "method": "the ωB97M-V functional and the def2-TZVPD basis",
  "de_lowest_kj_mol": 26.3,
  "homo_lumo_gap_ev": 6.966,
  "mol_weight_g_mol": 417.34,
  "total_charge": 1,
  "homo_energy_ev": -11.3,
  "species": ["Sc", "C", "O", "C", "C", "C", "C", "C", "C", "N", "N", "C", "O", "C", "C", "C", "C", "C", "C", "C", "O", "H", "H", "H", "H", "H", "H", "H", "H", "H", "H", "H", "H", "N", "C", "C", "C", "C", "N", "C", "C", "H", "H", "H", "H"],
  "xyz": [[-0.0694, 0.3108, 0.1393], [0.3888, -0.4450, 4.5160], [1.6004, 0.3058, 4.5248], [2.4918, 0.1316, 3.5171], [3.8401, 0.1652, 3.8707], [4.8475, 0.0155, 2.9340], [4.5202, -0.1756, 1.6031], [3.1793, -0.1822, 1.2121], [2.9121, -0.3574, -0.2048], [1.7757, -0.1647, -0.7804], [1.7194, -0.4888, -2.1579], [0.4824, -0.5740, -2.5092], [-0.5210, -0.3634, -1.6491], [0.0996, -0.9165, -3.8926], [-1.2384, -1.1223, -4.2126], [-1.5954, -1.4416, -5.5139], [-0.6204, -1.5535, -6.4938], [0.7167, -1.3498, -6.1742], [1.0796, -1.0337, -4.8778], [2.1587, -0.0275, 2.1735], [0.8764, -0.0020, 1.7498], [0.0203, -0.4143, 5.5376], [0.5813, -1.4807, 4.2293], [-0.3483, -0.0085, 3.8422], [4.0703, 0.3001, 4.9196], [5.8824, 0.0329, 3.2445], [5.2944, -0.3095, 0.8591], [3.7391, -0.6875, -0.8304], [-1.9970, -1.0318, -3.4490], [-2.6354, -1.6007, -5.7649], [-0.8983, -1.7991, -7.5102], [1.4775, -1.4346, -6.9384], [2.1172, -0.8736, -4.6199], [-6.9351, 2.1466, 2.8492], [-5.8922, 1.9506, 2.4126], [-4.5825, 1.6962, 1.8681], [-4.1401, 0.3874, 1.7100], [-2.8750, 0.1979, 1.1896], [-2.0714, 1.2095, 0.8382], [-2.5097, 2.4656, 0.9914], [-3.7592, 2.7546, 1.5025], [-4.7575, -0.4558, 1.9812], [-2.5067, -0.8162, 1.0520], [-1.8368, 3.2603, 0.6977], [-4.0812, 3.7794, 1.6139]]
}

---

Copy entry 8 word for word.
{
  "formula": "C21H16N4O3Sc",
  "method": "the ωB97M-V functional and the def2-TZVPD basis",
  "de_lowest_kj_mol": 26.3,
  "homo_lumo_gap_ev": 6.966,
  "mol_weight_g_mol": 417.34,
  "total_charge": 1,
  "homo_energy_ev": -11.3,
  "species": ["Sc", "C", "O", "C", "C", "C", "C", "C", "C", "N", "N", "C", "O", "C", "C", "C", "C", "C", "C", "C", "O", "H", "H", "H", "H", "H", "H", "H", "H", "H", "H", "H", "H", "N", "C", "C", "C", "C", "N", "C", "C", "H", "H", "H", "H"],
  "xyz": [[-0.0694, 0.3108, 0.1393], [0.3888, -0.4450, 4.5160], [1.6004, 0.3058, 4.5248], [2.4918, 0.1316, 3.5171], [3.8401, 0.1652, 3.8707], [4.8475, 0.0155, 2.9340], [4.5202, -0.1756, 1.6031], [3.1793, -0.1822, 1.2121], [2.9121, -0.3574, -0.2048], [1.7757, -0.1647, -0.7804], [1.7194, -0.4888, -2.1579], [0.4824, -0.5740, -2.5092], [-0.5210, -0.3634, -1.6491], [0.0996, -0.9165, -3.8926], [-1.2384, -1.1223, -4.2126], [-1.5954, -1.4416, -5.5139], [-0.6204, -1.5535, -6.4938], [0.7167, -1.3498, -6.1742], [1.0796, -1.0337, -4.8778], [2.1587, -0.0275, 2.1735], [0.8764, -0.0020, 1.7498], [0.0203, -0.4143, 5.5376], [0.5813, -1.4807, 4.2293], [-0.3483, -0.0085, 3.8422], [4.0703, 0.3001, 4.9196], [5.8824, 0.0329, 3.2445], [5.2944, -0.3095, 0.8591], [3.7391, -0.6875, -0.8304], [-1.9970, -1.0318, -3.4490], [-2.6354, -1.6007, -5.7649], [-0.8983, -1.7991, -7.5102], [1.4775, -1.4346, -6.9384], [2.1172, -0.8736, -4.6199], [-6.9351, 2.1466, 2.8492], [-5.8922, 1.9506, 2.4126], [-4.5825, 1.6962, 1.8681], [-4.1401, 0.3874, 1.7100], [-2.8750, 0.1979, 1.1896], [-2.0714, 1.2095, 0.8382], [-2.5097, 2.4656, 0.9914], [-3.7592, 2.7546, 1.5025], [-4.7575, -0.4558, 1.9812], [-2.5067, -0.8162, 1.0520], [-1.8368, 3.2603, 0.6977], [-4.0812, 3.7794, 1.6139]]
}